P | {
  "formula": "C4H6O2S2",
  "method": "wB97M-V/def2-TZVPD",
  "symbols": ["C", "S", "C", "C", "O", "C", "S", "O", "H", "H", "H", "H", "H", "H"],
  "positions_angstrom": [[-1.48, 0.14, -2.27], [-0.06, -0.52, -1.18], [-0.26, -0.07, 0.47], [0.64, -1.01, 1.52], [1.99, -0.49, 1.35], [1.67, 0.83, 1.26], [2.74, 1.94, 1.48], [0.48, 1.19, 0.73], [-1.52, 1.39, -2.42], [-1.40, -0.48, -3.28], [-2.61, -0.17, -2.14], [-1.17, 0.28, 0.92], [0.23, -0.93, 2.48], [0.75, -2.10, 1.08]],
  "mulliken_charge": [-0.801, -0.034, 0.009, -0.466, -0.255, 0.372, -0.388, -0.271, 0.261, 0.277, 0.304, 0.357, 0.319, 0.315],
  "homo_energy_ev": -8.574,
  "smiles": "CS[C@H]1COC(=S)O1",
  "orbital_gap_ev": 9.05
}

=====

Q | {
  "formula": "C4H6O2S2",
  "method": "wB97M-V/def2-TZVPD",
  "symbols": ["O", "C", "O", "C", "C", "S", "S", "C", "H", "H", "H", "H", "H", "H"],
  "positions_angstrom": [[-1.50, 1.06, -1.33], [-1.26, 0.19, -0.53], [-2.04, -0.90, -0.39], [-0.10, 0.17, 0.46], [0.59, -1.20, 0.51], [1.61, -1.28, -1.00], [2.44, 0.58, -0.60], [0.91, 1.29, 0.12], [-2.77, -0.81, -1.05], [-0.58, 0.37, 1.46], [-0.15, -2.01, 0.47], [1.24, -1.29, 1.40], [1.17, 1.83, 1.04], [0.45, 2.00, -0.57]],
  "mulliken_charge": [-0.579, 0.428, -0.445, 0.125, -0.884, -0.118, -0.150, -0.607, 0.364, 0.358, 0.435, 0.377, 0.332, 0.364],
  "homo_energy_ev": -8.272,
  "smiles": "O=C(O)C1CSSC1",
  "orbital_gap_ev": 8.79
}

=====

It is P that is the least stable of them.

=====

P | {
  "formula": "C4H13N4O",
  "method": "wB97M-V/def2-TZVPD",
  "symbols": ["C", "C", "O", "N", "H", "H", "H", "H", "H", "C", "C", "N", "N", "N", "H", "H", "H", "H", "H", "H", "H", "H"],
  "positions_angstrom": [[-2.28, -2.94, 0.87], [-1.07, -2.51, 0.11], [-0.80, -1.33, -0.04], [-0.32, -3.47, -0.49], [0.48, -3.10, -0.96], [-0.31, -4.42, -0.17], [-2.24, -2.53, 1.88], [-2.24, -4.02, 0.97], [-3.20, -2.53, 0.46], [-0.83, 1.90, -0.27], [1.59, 2.14, -0.19], [2.04, 0.82, -0.12], [0.40, 2.37, -0.87], [2.43, 3.20, 0.11], [1.31, 0.12, -0.17], [2.73, 0.48, 0.52], [0.36, 3.25, -1.35], [2.02, 4.11, 0.10], [3.40, 3.17, -0.18], [-1.07, 2.42, 0.68], [-0.68, 0.87, -0.03], [-1.72, 2.00, -0.88]],
  "lowdin_spin": [0.000, 0.000, 0.002, 0.000, 0.000, 0.000, 0.000, 0.000, 0.000, 0.034, 0.475, 0.143, 0.126, 0.135, 0.011, 0.011, 0.012, 0.007, 0.031, 0.007, 0.003, 0.001],
  "s_squared": 0.753,
  "homo_energy_ev": [-3.919, -8.361],
  "orbital_gap_ev": [4.68, 9.10],
  "multiplicity": 2
}

=====

Q | {
  "formula": "C4H13N4O",
  "method": "wB97M-V/def2-TZVPD",
  "symbols": ["C", "C", "N", "N", "N", "H", "H", "H", "H", "H", "H", "H", "H", "C", "C", "O", "N", "H", "H", "H", "H", "H"],
  "positions_angstrom": [[1.56, 2.04, -0.69], [-0.71, 1.44, -1.00], [0.33, 1.35, -0.19], [-0.89, 2.54, -1.78], [-1.69, 0.47, -1.11], [0.57, 0.46, 0.24], [1.80, 2.94, -0.21], [1.46, 2.11, -1.86], [-0.47, 3.41, -1.49], [-1.36, 2.48, -2.71], [-1.54, -0.48, -1.01], [-2.66, 0.80, -0.94], [2.31, 1.29, -0.36], [-0.28, -3.17, 1.03], [0.39, -1.91, 1.05], [0.66, -1.28, 0.04], [0.58, -1.37, 2.29], [-0.65, -3.57, 1.91], [0.31, -4.08, 0.87], [1.13, -0.48, 2.50], [0.22, -1.82, 3.14], [-1.06, -3.16, 0.27]],
  "lowdin_spin": [0.034, 0.418, 0.159, 0.130, 0.107, 0.013, 0.004, 0.006, 0.019, 0.017, 0.008, 0.049, 0.004, 0.003, 0.007, 0.004, 0.009, 0.000, 0.000, 0.009, 0.001, 0.000],
  "s_squared": 0.754,
  "homo_energy_ev": [-3.005, -8.571],
  "orbital_gap_ev": [3.71, 9.17],
  "multiplicity": 2
}

=====

It is Q that is the least stable of them.

=====

P | {
  "formula": "C5H8NO2",
  "method": "wB97M-V/def2-TZVPD",
  "symbols": ["C", "N", "C", "C", "C", "C", "O", "O", "H", "H", "H", "H", "H", "H", "H", "H"],
  "positions_angstrom": [[1.43, -2.56, 1.09], [1.77, -1.32, 1.31], [0.73, -0.36, 1.05], [-0.63, -0.77, 0.38], [-1.33, 0.58, 0.12], [-0.70, 1.35, -1.07], [-1.07, 2.54, -1.11], [-0.04, 0.82, -1.94], [2.22, -3.40, 1.18], [0.38, -2.94, 0.97], [1.30, 0.40, 0.59], [0.56, 0.02, 2.14], [-0.90, -1.73, 0.69], [-0.51, -1.00, -0.79], [-2.31, 0.38, 0.03], [-1.30, 1.18, 1.02]],
  "mulliken_charge": [-0.195, -0.507, -0.260, -0.548, -1.079, 0.612, -0.774, -0.680, 0.220, 0.125, 0.345, 0.187, 0.644, 0.211, 0.406, 0.292],
  "homo_energy_ev": -3.843,
  "smiles": "C=NCCCC(=O)[O-]",
  "orbital_gap_ev": 7.50,
  "charge": -1
}

=====

Q | {
  "formula": "C5H8NO2",
  "method": "wB97M-V/def2-TZVPD",
  "symbols": ["C", "C", "C", "C", "C", "N", "O", "O", "H", "H", "H", "H", "H", "H", "H", "H"],
  "positions_angstrom": [[0.37, -1.68, 0.09], [-1.02, -1.62, -0.06], [1.11, -0.36, 0.48], [0.73, 0.95, -0.20], [-0.72, 1.41, -0.36], [-1.54, -0.45, 0.49], [-2.96, -0.16, 0.03], [-1.18, 2.28, 0.35], [0.91, -2.54, -0.28], [-1.75, -2.29, -0.60], [0.90, -0.12, 1.54], [2.17, -0.45, 0.26], [1.33, 1.57, 0.49], [1.14, 1.17, -1.15], [-1.14, 1.11, -1.38], [-2.94, 0.61, -0.55]],
  "mulliken_charge": [-0.699, -0.111, -0.544, -0.739, 0.090, -0.472, -0.457, -0.596, 0.314, 0.359, 0.247, 0.345, 0.222, 0.376, 0.374, 0.291],
  "homo_energy_ev": -2.338,
  "orbital_gap_ev": 6.62,
  "charge": -1
}

=====

It is Q that is the least stable of them.

=====

P | {
  "formula": "C4H4ClNOS",
  "method": "wB97M-V/def2-TZVPD",
  "symbols": ["C", "C", "C", "C", "N", "O", "S", "Cl", "H", "H", "H", "H"],
  "positions_angstrom": [[-0.92, 0.22, -0.77], [0.38, 0.76, -1.05], [-1.39, -0.29, 0.37], [1.45, 0.83, -0.19], [0.37, -0.79, 1.78], [-0.91, -0.49, 1.58], [1.61, 0.16, 1.46], [0.83, -2.66, 0.48], [-1.75, 0.15, -1.47], [0.54, 1.15, -2.05], [-2.43, -0.56, 0.36], [2.22, 1.52, -0.50]],
  "mulliken_charge": [-0.052, -0.238, -0.192, -0.335, -0.249, -0.135, 0.177, -0.216, 0.274, 0.311, 0.344, 0.310],
  "homo_energy_ev": [-8.681, -8.718],
  "orbital_gap_ev": [6.42, 6.41]
}

=====

Q | {
  "formula": "C4H4ClNOS",
  "method": "wB97M-V/def2-TZVPD",
  "symbols": ["S", "C", "C", "O", "C", "N", "C", "Cl", "H", "H", "H", "H"],
  "positions_angstrom": [[2.19, 1.07, -1.03], [1.37, 0.43, 0.40], [0.04, -0.15, 0.09], [-0.03, -1.39, -0.42], [-1.40, -1.66, -0.46], [-2.18, -0.72, -0.03], [-1.25, 0.27, 0.36], [-1.67, 1.73, 1.03], [1.38, 2.17, -1.02], [2.00, -0.37, 0.83], [1.20, 1.21, 1.23], [-1.66, -2.60, -0.99]],
  "mulliken_charge": [-0.201, -0.687, 0.410, -0.367, 0.030, -0.511, 0.417, -0.197, 0.142, 0.286, 0.321, 0.356],
  "homo_energy_ev": -8.909,
  "smiles": "SCc1ocnc1Cl",
  "orbital_gap_ev": 9.54
}

=====

It is P that is the least stable of them.

=====

P | {
  "formula": "C15H32CuNO9",
  "method": "wB97M-V/def2-TZVPD",
  "symbols": ["Cu", "C", "C", "O", "H", "H", "H", "H", "H", "C", "N", "O", "O", "H", "H", "H", "O", "C", "O", "C", "C", "C", "H", "H", "H", "H", "H", "H", "H", "H", "O", "C", "O", "C", "C", "C", "H", "H", "H", "H", "H", "H", "H", "H", "O", "C", "O", "C", "C", "C", "H", "H", "H", "H", "H", "H", "H", "H"],
  "positions_angstrom": [[19.08, 41.00, -2.01], [16.34, 42.88, -3.82], [17.23, 42.08, -4.72], [18.13, 41.18, -4.14], [15.88, 42.24, -3.07], [15.61, 43.42, -4.43], [17.00, 43.50, -3.22], [17.70, 42.72, -5.46], [16.54, 41.56, -5.38], [22.20, 37.79, -3.53], [22.25, 39.19, -2.99], [21.28, 39.69, -2.42], [23.37, 39.77, -3.14], [22.76, 37.14, -2.86], [22.61, 38.04, -4.51], [21.16, 37.49, -3.61], [18.40, 41.54, 0.21], [18.29, 42.18, 1.28], [17.62, 41.76, 2.36], [17.23, 40.40, 2.55], [16.58, 40.24, 3.97], [18.80, 43.62, 1.34], [18.17, 39.84, 2.61], [16.67, 40.03, 1.69], [15.76, 40.92, 4.21], [17.33, 40.30, 4.75], [16.23, 39.22, 4.11], [19.75, 43.57, 1.89], [18.10, 44.18, 1.96], [18.97, 44.07, 0.37], [20.46, 42.96, -1.66], [21.47, 43.69, -1.83], [22.18, 43.80, -2.99], [21.76, 43.03, -4.13], [22.74, 43.21, -5.23], [22.12, 44.45, -0.67], [20.78, 43.30, -4.54], [21.77, 42.00, -3.79], [23.06, 44.25, -5.36], [22.39, 42.83, -6.19], [23.65, 42.65, -5.03], [21.36, 44.65, 0.08], [22.43, 45.42, -1.07], [23.02, 43.97, -0.29], [18.58, 38.86, -0.91], [19.04, 37.74, -1.26], [18.61, 36.99, -2.32], [17.53, 37.44, -3.09], [16.19, 37.14, -2.48], [20.24, 37.13, -0.53], [17.55, 36.88, -4.03], [17.66, 38.48, -3.36], [16.09, 36.07, -2.63], [15.41, 37.72, -2.96], [16.19, 37.26, -1.39], [19.87, 36.43, 0.22], [20.96, 37.83, -0.12], [20.81, 36.49, -1.20]],
  "lowdin_spin": [0.043, 0.002, 0.102, 0.762, 0.001, -0.001, 0.002, 0.040, 0.048, 0.000, 0.000, 0.000, 0.000, 0.000, 0.000, 0.000, 0.000, 0.000, 0.000, 0.000, 0.000, 0.000, 0.000, 0.000, 0.000, 0.000, 0.000, 0.000, 0.000, 0.000, 0.002, 0.000, 0.000, 0.000, 0.000, 0.000, 0.000, 0.000, 0.000, 0.000, 0.000, 0.000, 0.000, 0.000, -0.001, 0.000, 0.000, 0.001, 0.000, 0.000, 0.000, 0.001, 0.000, 0.000, 0.000, 0.000, 0.000, 0.000],
  "s_squared": 0.755,
  "homo_energy_ev": [-12.420, -12.338],
  "orbital_gap_ev": [9.33, 7.16],
  "charge": 1,
  "multiplicity": 2
}

=====

Q | {
  "formula": "C15H32CuNO9",
  "method": "wB97M-V/def2-TZVPD",
  "symbols": ["Cu", "C", "C", "O", "H", "H", "H", "H", "H", "C", "N", "O", "O", "H", "H", "H", "O", "C", "O", "C", "C", "C", "H", "H", "H", "H", "H", "H", "H", "H", "O", "C", "O", "C", "C", "C", "H", "H", "H", "H", "H", "H", "H", "H", "O", "C", "O", "C", "C", "C", "H", "H", "H", "H", "H", "H", "H", "H"],
  "positions_angstrom": [[-0.72, 0.90, 0.20], [-2.53, 2.79, -3.62], [-1.85, 2.16, -2.37], [-1.97, 2.89, -1.21], [-3.51, 2.32, -3.68], [-2.02, 2.55, -4.55], [-2.68, 3.87, -3.64], [-0.77, 2.11, -2.56], [-2.23, 1.15, -2.22], [0.34, 0.77, 4.36], [1.08, 0.67, 3.07], [2.21, 0.18, 2.96], [0.41, 1.12, 2.11], [-0.68, 0.38, 4.38], [0.40, 1.83, 4.60], [0.89, 0.25, 5.15], [0.17, -1.23, 0.04], [1.01, -2.10, 0.25], [1.70, -2.74, -0.69], [1.24, -2.75, -2.00], [1.87, -1.65, -2.83], [1.33, -2.61, 1.61], [0.16, -2.74, -2.04], [1.52, -3.75, -2.33], [1.63, -1.70, -3.89], [2.95, -1.84, -2.90], [1.64, -0.63, -2.55], [0.36, -2.91, 2.01], [1.92, -1.90, 2.18], [1.88, -3.55, 1.60], [-2.25, -0.95, 1.32], [-3.16, -1.66, 0.88], [-3.52, -2.83, 1.37], [-2.60, -3.66, 2.04], [-2.22, -3.12, 3.38], [-4.09, -1.18, -0.21], [-1.80, -3.95, 1.35], [-3.15, -4.58, 2.24], [-2.92, -3.41, 4.16], [-2.11, -2.04, 3.48], [-1.23, -3.48, 3.67], [-3.62, -1.20, -1.19], [-4.39, -0.17, 0.06], [-4.97, -1.82, -0.34], [1.65, 1.29, -0.84], [2.79, 1.75, -0.77], [3.22, 2.92, -1.20], [2.29, 3.86, -1.83], [1.38, 4.69, -1.00], [3.94, 0.93, -0.25], [1.84, 3.44, -2.73], [2.88, 4.61, -2.36], [0.96, 4.14, -0.16], [0.66, 5.29, -1.56], [2.07, 5.33, -0.44], [3.54, -0.05, 0.02], [4.53, 1.31, 0.58], [4.55, 0.75, -1.13]],
  "lowdin_spin": [-0.002, 0.007, 0.098, 0.821, 0.002, -0.001, 0.000, 0.054, 0.020, 0.000, 0.000, 0.001, -0.001, 0.000, 0.000, 0.000, 0.000, 0.000, 0.000, 0.000, 0.000, 0.000, 0.000, 0.000, 0.000, 0.000, 0.000, 0.000, 0.000, 0.000, 0.000, 0.000, 0.000, 0.000, 0.000, 0.000, 0.000, 0.000, 0.000, 0.000, 0.000, 0.000, 0.000, 0.000, 0.000, 0.000, 0.000, 0.000, 0.001, 0.000, 0.000, 0.000, 0.000, 0.000, 0.000, 0.000, 0.000, 0.000],
  "s_squared": 0.754,
  "homo_energy_ev": [-12.621, -12.564],
  "orbital_gap_ev": [9.21, 8.03],
  "charge": 1,
  "multiplicity": 2
}

=====

It is Q that is the least stable of them.

=====

P | {
  "formula": "C17H19N",
  "method": "wB97M-V/def2-TZVPD",
  "symbols": ["C", "C", "C", "C", "N", "C", "C", "C", "C", "C", "C", "H", "H", "H", "H", "H", "H", "H", "H", "H", "H", "H", "C", "C", "C", "C", "C", "C", "C", "H", "H", "H", "H", "H", "H", "H", "H"],
  "positions_angstrom": [[-2.22, 0.52, -3.42], [-1.90, 1.05, -2.03], [-0.44, 1.06, -1.69], [0.20, 2.12, -1.10], [1.38, 1.70, -0.53], [1.58, 0.38, -0.82], [2.64, -0.47, -0.53], [2.49, -1.81, -0.84], [1.32, -2.33, -1.43], [0.32, -1.44, -1.73], [0.43, -0.06, -1.52], [-2.26, 1.34, -4.15], [-3.08, -0.14, -3.54], [-1.44, -0.12, -3.82], [-2.26, 2.07, -1.87], [-2.44, 0.52, -1.24], [0.01, 3.16, -1.33], [1.96, 2.39, -0.08], [3.60, -0.16, -0.15], [3.34, -2.46, -0.67], [1.42, -3.36, -1.70], [-0.59, -1.77, -2.20], [-0.23, 1.95, 3.21], [-0.21, 0.55, 2.66], [0.77, -0.37, 2.96], [0.72, -1.68, 2.48], [-0.35, -2.13, 1.73], [-1.29, -1.18, 1.34], [-1.22, 0.12, 1.80], [-1.17, 2.24, 3.69], [-0.11, 2.63, 2.36], [0.58, 2.11, 3.91], [1.57, -0.18, 3.68], [1.47, -2.35, 2.86], [-0.42, -3.19, 1.54], [-2.11, -1.44, 0.68], [-2.05, 0.75, 1.52]],
  "mulliken_charge": [-1.288, -0.631, 0.428, -0.983, 0.130, -0.607, -1.145, -0.177, -1.269, 0.175, 1.393, 0.316, 0.371, 0.366, 0.457, 0.168, 0.434, 0.203, 0.396, 0.423, 0.432, 0.413, -1.402, 0.721, -0.551, -0.536, -0.717, -0.185, -0.208, 0.345, 0.232, 0.366, 0.325, 0.440, 0.396, 0.385, 0.384],
  "homo_energy_ev": -7.727,
  "smiles": "CCc1c[nH]c2ccccc12.Cc1ccccc1",
  "orbital_gap_ev": 8.53
}

=====

Q | {
  "formula": "C17H19N",
  "method": "wB97M-V/def2-TZVPD",
  "symbols": ["C", "C", "C", "N", "C", "C", "C", "C", "C", "C", "H", "H", "H", "H", "H", "H", "H", "H", "H", "C", "C", "C", "C", "C", "C", "C", "C", "H", "H", "H", "H", "H", "H", "H", "H", "H", "H"],
  "positions_angstrom": [[-0.17, 3.14, 1.45], [0.31, 2.95, 0.05], [1.25, 3.59, -0.68], [1.10, 3.34, -2.07], [0.22, 2.24, -2.16], [0.16, 1.26, -3.16], [-0.54, 0.08, -2.89], [-1.21, -0.07, -1.67], [-1.10, 0.88, -0.67], [-0.29, 2.00, -0.90], [-1.09, 3.72, 1.52], [0.54, 3.62, 2.13], [-0.42, 2.14, 1.83], [2.04, 4.31, -0.50], [1.98, 3.28, -2.56], [0.51, 1.33, -4.18], [-0.49, -0.74, -3.60], [-1.68, -1.02, -1.46], [-1.69, 0.77, 0.22], [1.65, -4.79, 1.13], [1.68, -3.28, 0.75], [0.49, -2.45, 1.24], [0.70, -1.27, 1.92], [-0.41, -0.63, 2.48], [-1.72, -0.89, 2.16], [-1.92, -2.07, 1.37], [-0.85, -2.81, 0.93], [1.42, -5.35, 0.24], [0.99, -4.96, 1.97], [2.67, -5.00, 1.47], [2.54, -2.72, 1.15], [1.73, -3.06, -0.32], [1.68, -1.06, 2.31], [-0.17, 0.17, 3.18], [-2.51, -0.34, 2.63], [-2.94, -2.31, 1.12], [-1.01, -3.65, 0.28]],
  "mulliken_charge": [-0.963, 0.244, -0.647, -0.276, -0.432, -0.601, -0.672, -0.417, -0.343, 0.972, 0.285, 0.347, 0.035, 0.428, 0.275, 0.358, 0.387, 0.397, 0.600, -1.139, -0.699, 0.838, -0.724, -0.234, -0.849, -0.278, -0.553, 0.267, 0.376, 0.355, 0.336, 0.376, 0.308, 0.396, 0.461, 0.382, 0.405],
  "homo_energy_ev": -7.841,
  "smiles": "Cc1c[nH]c2ccccc12.CCc1ccccc1",
  "orbital_gap_ev": 8.74
}

=====

It is Q that is the least stable of them.